Record 1
{
  "formula": "C59H42F2NOP2ReS",
  "method": "the ωB97M-V functional and the def2-TZVPD basis",
  "symbols": ["Re", "O", "S", "C", "C", "C", "C", "C", "C", "C", "C", "C", "C", "P", "C", "C", "C", "C", "C", "C", "C", "C", "C", "C", "C", "C", "C", "C", "C", "C", "C", "C", "C", "C", "C", "C", "C", "C", "P", "C", "C", "C", "C", "C", "C", "C", "C", "C", "C", "C", "C", "C", "C", "H", "H", "H", "H", "H", "H", "H", "H", "H", "H", "H", "H", "H", "H", "H", "H", "H", "H", "H", "H", "H", "H", "H", "H", "H", "H", "H", "H", "H", "H", "H", "H", "H", "H", "H", "H", "F", "C", "C", "C", "C", "C", "F", "C", "C", "C", "C", "C", "C", "N", "H", "H", "H", "H", "H", "H"],
  "positions_angstrom": [[0.67857, 0.20660, -0.34623], [0.89852, -2.21737, 0.54869], [-0.29373, -1.43513, 1.04448], [-0.27904, -1.39553, 2.77955], [-0.41579, -2.66258, 3.34441], [-0.54512, -2.85621, 4.72319], [-0.59694, -1.73773, 5.51753], [-0.77320, -1.60485, 7.00355], [-0.73876, -0.08137, 7.27803], [-0.47262, 0.54384, 5.93656], [-0.26943, 1.84706, 5.57029], [0.03572, 2.10931, 4.22612], [0.09811, 1.13614, 3.23823], [0.85136, 1.70119, 1.70610], [2.62073, 1.87991, 2.07648], [3.13811, 1.38091, 3.27375], [4.49334, 1.48731, 3.54807], [5.34485, 2.09335, 2.63882], [4.84219, 2.58318, 1.43992], [3.49309, 2.46652, 1.15506], [0.09625, 3.31777, 1.39809], [0.84268, 4.44676, 1.07189], [0.19979, 5.65444, 0.83292], [-1.18116, 5.73934, 0.92140], [-1.92638, 4.61655, 1.26240], [-1.29222, 3.41034, 1.50039], [-0.20609, -0.21361, 3.57901], [-0.43259, -0.46003, 4.94621], [-1.83316, -2.10545, 0.56241], [-2.84083, -2.17685, 1.51721], [-4.09710, -2.73267, 1.25406], [-4.30814, -3.27203, 0.01310], [-5.49917, -3.99542, -0.54651], [-5.09153, -4.37983, -1.98879], [-3.71633, -3.79841, -2.16563], [-2.87591, -3.79456, -3.24622], [-1.66419, -3.10142, -3.12319], [-1.23554, -2.47985, -1.95691], [0.27194, -1.51886, -2.15396], [1.67958, -2.64694, -2.19577], [1.48217, -4.00537, -1.95067], [2.56215, -4.87314, -1.94676], [3.84370, -4.39494, -2.17586], [4.05021, -3.04248, -2.40824], [2.97381, -2.17149, -2.41577], [0.10219, -0.70355, -3.76399], [1.11160, -0.73255, -4.72395], [0.93674, -0.07218, -5.93413], [-0.24228, 0.60516, -6.19718], [-1.26283, 0.61439, -5.25181], [-1.09307, -0.03449, -4.04306], [-2.05446, -2.54907, -0.79023], [-3.30125, -3.17815, -0.96930], [-0.43724, -3.52670, 2.69301], [-0.62798, -3.85576, 5.12408], [0.02575, -2.13368, 7.52579], [-1.70968, -2.06451, 7.32305], [0.03247, 0.19131, 7.99809], [-1.68594, 0.27996, 7.68129], [-0.29419, 2.65809, 6.28307], [0.27004, 3.13434, 3.96052], [2.49208, 0.90713, 3.99920], [4.88058, 1.10064, 4.47955], [6.39787, 2.18703, 2.86265], [5.50217, 3.06362, 0.73176], [3.12512, 2.86431, 0.21965], [1.92287, 4.42169, 1.04804], [0.78554, 6.53309, 0.60331], [-1.67592, 6.68499, 0.75223], [-3.00038, 4.68617, 1.36103], [-1.88270, 2.55034, 1.79626], [-2.65360, -1.80160, 2.51148], [-4.84633, -2.76153, 2.03120], [-6.37630, -3.34575, -0.52807], [-5.74394, -4.86619, 0.06393], [-5.78207, -3.97703, -2.73083], [-5.06997, -5.46064, -2.13473], [-3.13296, -4.26988, -4.18154], [-1.03607, -3.03514, -4.00449], [0.49084, -4.38879, -1.75512], [2.40163, -5.92541, -1.76330], [4.68184, -5.07694, -2.17697], [5.04807, -2.67102, -2.59342], [3.14905, -1.12393, -2.62590], [2.01805, -1.29409, -4.56225], [1.71783, -0.11477, -6.68018], [-0.37921, 1.10220, -7.14621], [-2.19769, 1.11227, -5.46710], [-1.90687, -0.04170, -3.32725], [-4.22468, 2.08322, -1.23463], [-2.92507, 2.16785, -1.50228], [-2.05924, 1.27425, -0.88676], [-0.70192, 1.40246, -1.16234], [-0.20632, 2.36311, -2.06569], [-1.13380, 3.22303, -2.64373], [-0.72672, 4.15249, -3.50787], [-2.48952, 3.14873, -2.37535], [1.22954, 2.32930, -2.34023], [1.93927, 3.13317, -3.22128], [3.30280, 2.94254, -3.36134], [3.95761, 1.96918, -2.61115], [3.21240, 1.20766, -1.74234], [1.88117, 1.37209, -1.62093], [-2.46064, 0.52555, -0.21795], [-3.18111, 3.83347, -2.84351], [1.42869, 3.89063, -3.79358], [3.85889, 3.55975, -4.05241], [5.02222, 1.81114, -2.69244], [3.66511, 0.45232, -1.10976]],
  "atomic_forces_ev_per_a": [[0.412, -0.131, -0.072], [-0.179, 0.378, 0.075], [0.105, -0.014, -0.044], [-0.115, -0.197, 0.137], [0.022, 0.196, 0.113], [0.013, 0.024, -0.149], [0.002, -0.006, 0.087], [-0.035, -0.014, 0.009], [-0.009, -0.004, -0.011], [-0.001, 0.005, 0.012], [0.002, -0.050, -0.055], [0.012, 0.053, 0.095], [-0.161, -0.040, -0.012], [0.131, -0.078, 0.001], [-0.026, -0.089, 0.054], [-0.019, -0.058, -0.019], [-0.035, 0.003, -0.010], [0.005, 0.016, -0.040], [0.003, -0.029, 0.051], [-0.012, 0.057, -0.067], [0.161, -0.021, -0.052], [0.046, 0.049, 0.015], [-0.045, -0.019, 0.022], [0.040, -0.001, 0.004], [0.013, -0.006, -0.010], [-0.095, -0.026, -0.065], [0.095, -0.053, -0.097], [0.034, 0.037, -0.007], [-0.071, -0.157, -0.023], [-0.046, -0.013, -0.057], [0.085, 0.034, 0.033], [-0.071, -0.064, -0.020], [-0.014, 0.007, 0.011], [-0.015, 0.024, -0.018], [-0.013, -0.032, -0.010], [0.051, 0.069, 0.061], [-0.062, -0.056, -0.057], [-0.071, 0.084, 0.089], [0.069, 0.043, -0.012], [-0.032, -0.099, -0.021], [0.003, 0.053, 0.012], [0.015, 0.038, -0.006], [-0.007, -0.020, 0.005], [-0.016, -0.006, -0.003], [-0.005, 0.080, 0.006], [0.015, -0.049, -0.001], [-0.026, 0.053, -0.016], [0.020, -0.033, 0.027], [-0.020, -0.012, 0.042], [0.035, 0.004, -0.033], [-0.024, 0.033, 0.030], [0.071, -0.033, 0.079], [0.052, -0.002, -0.049], [-0.004, -0.050, -0.045], [-0.004, -0.035, 0.020], [-0.004, 0.001, 0.003], [0.017, 0.003, 0.012], [-0.001, 0.007, 0.008], [0.008, 0.000, 0.013], [-0.009, 0.036, 0.042], [0.000, -0.018, -0.010], [-0.027, 0.008, 0.021], [0.016, -0.010, 0.037], [0.036, 0.002, 0.004], [0.031, 0.028, -0.031], [-0.049, 0.026, -0.019], [-0.022, -0.043, -0.012], [0.012, 0.033, -0.014], [-0.023, 0.035, -0.021], [-0.050, 0.012, 0.007], [0.021, -0.009, -0.011], [0.004, 0.023, 0.036], [-0.031, 0.000, 0.038], [0.001, -0.023, 0.003], [0.001, 0.020, -0.012], [0.012, -0.023, 0.000], [-0.007, 0.004, 0.005], [-0.021, -0.021, -0.039], [0.006, -0.006, 0.010], [-0.033, -0.012, -0.013], [-0.007, -0.048, 0.000], [0.032, -0.020, 0.005], [0.034, 0.016, -0.012], [-0.030, -0.029, -0.022], [0.066, -0.040, 0.038], [0.019, 0.005, -0.025], [-0.013, 0.038, -0.053], [-0.043, 0.027, -0.019], [0.012, -0.006, 0.020], [0.091, -0.012, -0.028], [-0.039, -0.044, 0.100], [-0.120, 0.287, -0.188], [-0.045, -0.165, 0.030], [-0.194, 0.181, -0.070], [0.051, 0.017, -0.062], [-0.039, -0.049, 0.069], [0.075, -0.073, 0.045], [0.053, -0.032, 0.050], [-0.114, -0.024, 0.018], [0.085, -0.059, 0.044], [-0.083, 0.000, 0.027], [0.071, 0.040, -0.079], [-0.058, 0.040, 0.081], [-0.015, -0.047, 0.047], [-0.047, 0.038, -0.021], [0.010, -0.009, 0.010], [0.039, 0.029, -0.035], [0.039, -0.006, -0.006], [0.003, 0.032, -0.027]],
  "s_squared": 3.79,
  "charge": 3,
  "gap_ev": [7.45, 5.36],
  "spin_multiplicity": 4,
  "homo_energy_ev": [-15.430, -15.474]
}

***

Record 2
{
  "formula": "C59H46BrLaN7O4P",
  "method": "the ωB97M-V functional and the def2-TZVPD basis",
  "symbols": ["La", "C", "N", "C", "N", "C", "C", "C", "C", "C", "C", "C", "C", "C", "C", "C", "C", "C", "C", "P", "C", "N", "C", "C", "N", "C", "C", "C", "C", "C", "C", "C", "C", "C", "C", "C", "C", "C", "C", "N", "C", "C", "N", "C", "C", "C", "C", "C", "C", "C", "C", "C", "C", "C", "C", "C", "H", "H", "H", "H", "H", "H", "H", "H", "H", "H", "H", "H", "H", "H", "H", "H", "H", "H", "H", "H", "H", "H", "H", "H", "H", "H", "H", "H", "H", "H", "H", "H", "H", "H", "H", "H", "H", "H", "H", "O", "C", "O", "C", "C", "C", "C", "C", "C", "C", "C", "C", "N", "H", "H", "H", "H", "H", "H", "Br", "O", "C", "O", "H"],
  "positions_angstrom": [[0.01999, -0.45700, 0.83552], [1.81999, -2.47833, -4.56664], [1.91659, -2.18182, -3.12862], [1.04387, -1.43125, -2.39528], [1.49889, -1.27732, -1.16057], [2.71791, -1.93201, -1.10214], [2.98556, -2.50511, -2.31746], [4.16415, -3.27642, -2.77411], [5.44812, -2.78971, -2.52551], [6.56503, -3.51235, -2.92246], [6.41598, -4.72960, -3.57904], [5.14221, -5.22455, -3.82740], [4.02384, -4.50280, -3.42234], [3.57430, -1.96956, 0.10556], [3.81104, -0.80002, 0.81292], [4.57404, -0.82443, 1.97424], [5.12171, -2.01737, 2.42117], [4.90168, -3.19089, 1.70278], [4.12731, -3.16679, 0.55242], [-0.40466, -0.68541, -3.20793], [-0.13066, 1.06264, -2.82993], [-0.01346, 1.61345, -1.64153], [0.24726, 2.94525, -1.85738], [0.32549, 3.19785, -3.20574], [0.07321, 1.99252, -3.82673], [-0.02755, 1.79705, -5.27778], [0.56072, 4.47207, -3.92772], [-0.16549, 5.61488, -3.58542], [0.05962, 6.81828, -4.24198], [1.00798, 6.89673, -5.25565], [1.73795, 5.76663, -5.60211], [1.51711, 4.56441, -4.93820], [0.49003, 3.97252, -0.80513], [-0.53741, 4.42923, 0.01554], [-0.29873, 5.41758, 0.96320], [0.97151, 5.96274, 1.09672], [2.00283, 5.51774, 0.27616], [1.76122, 4.52933, -0.66870], [-1.84060, -1.10397, -2.17795], [-2.04158, -0.98116, -0.87870], [-3.29413, -1.49956, -0.61376], [-3.87857, -1.88362, -1.79644], [-2.94404, -1.64141, -2.78063], [-3.13953, -1.86863, -4.21845], [-5.23920, -2.38545, -2.09632], [-6.34545, -1.60461, -1.76836], [-7.63112, -2.05877, -2.03045], [-7.82442, -3.29891, -2.62883], [-6.72690, -4.08588, -2.95656], [-5.44039, -3.63165, -2.68757], [-3.83464, -1.71119, 0.75458], [-3.38206, -0.96611, 1.83313], [-3.86989, -1.16281, 3.11332], [-4.84230, -2.12380, 3.34043], [-5.28761, -2.90746, 2.28042], [-4.78144, -2.71127, 1.00344], [1.47347, -1.60582, -5.10671], [2.80295, -2.74754, -4.93226], [1.13470, -3.30190, -4.75729], [5.56417, -1.84378, -2.00793], [7.55709, -3.12312, -2.71625], [7.29012, -5.29213, -3.89148], [5.01592, -6.18011, -4.32511], [3.03249, -4.91582, -3.58230], [3.37914, 0.13472, 0.47643], [4.72916, 0.09592, 2.53095], [5.70804, -2.03934, 3.33414], [5.31519, -4.13043, 2.05376], [3.92626, -4.08637, 0.01412], [-0.36167, 2.72180, -5.73726], [0.93239, 1.52074, -5.71190], [-0.74403, 1.01693, -5.49793], [-0.90140, 5.55439, -2.79186], [-0.51015, 7.69850, -3.96122], [1.18258, 7.83740, -5.76903], [2.49086, 5.82224, -6.38128], [2.11688, 3.69509, -5.19018], [-1.53477, 4.00819, -0.09094], [-1.10762, 5.75171, 1.60525], [1.16286, 6.72030, 1.84928], [2.99821, 5.93194, 0.38077], [2.56731, 4.16785, -1.29783], [-4.18610, -2.08090, -4.39355], [-2.86628, -0.98623, -4.78493], [-2.54570, -2.70889, -4.56882], [-6.18769, -0.64389, -1.28717], [-8.48468, -1.44369, -1.76531], [-8.82927, -3.65356, -2.83368], [-6.87117, -5.06063, -3.41053], [-4.58320, -4.25954, -2.91467], [-2.62475, -0.21042, 1.70482], [-3.45797, -0.57762, 3.92857], [-5.22925, -2.28412, 4.34140], [-6.02065, -3.68946, 2.45048], [-5.10607, -3.36645, 0.20560], [1.87514, 3.08371, 2.30631], [1.11269, 2.24795, 1.86972], [1.40757, 1.21845, 1.12756], [-0.37598, 2.44200, 2.14781], [-0.75118, 3.23401, 3.25568], [-2.06277, 3.47332, 3.47363], [-3.01945, 3.02969, 2.52580], [-4.40064, 3.32112, 2.63280], [-5.26933, 2.93389, 1.65456], [-4.78678, 2.25055, 0.51344], [-3.46213, 1.93523, 0.40120], [-2.55405, 2.29667, 1.42253], [-1.23539, 1.92873, 1.29444], [0.03169, 3.60352, 3.90351], [-2.39436, 4.02768, 4.34908], [-4.75290, 3.87194, 3.49815], [-6.32518, 3.16018, 1.74279], [-5.47915, 1.96790, -0.27380], [-3.07099, 1.40494, -0.45979], [-0.39278, -0.46892, 3.59422], [1.09617, -2.47491, 1.56033], [0.11779, -3.24316, 1.30676], [-0.90656, -2.87451, 0.67247], [0.17469, -4.27965, 1.66358]],
  "atomic_forces_ev_per_a": [[-1.607, -0.738, -1.203], [0.001, 0.018, 0.416], [-0.016, -0.056, -0.542], [0.205, -0.195, 0.075], [0.743, -0.298, -0.538], [-0.189, 0.073, 0.299], [-0.010, -0.063, -0.310], [-0.105, 0.075, 0.052], [0.044, 0.034, -0.013], [-0.023, 0.004, 0.004], [-0.017, 0.039, 0.009], [-0.058, 0.069, 0.038], [0.022, -0.140, 0.009], [-0.196, 0.017, -0.131], [0.036, 0.161, 0.080], [0.016, 0.074, 0.026], [-0.014, -0.089, -0.038], [-0.029, 0.070, -0.028], [0.051, -0.061, 0.071], [-0.004, 0.082, -0.103], [0.164, 0.372, -0.360], [-0.171, 0.084, 0.118], [0.230, 0.167, 0.335], [-0.188, -0.039, -0.264], [-0.035, -0.063, -0.252], [0.100, 0.050, 0.410], [-0.031, -0.156, 0.067], [0.006, -0.004, 0.008], [-0.007, -0.054, 0.015], [-0.005, -0.023, 0.009], [-0.028, -0.060, 0.061], [0.099, 0.046, -0.057], [0.018, -0.198, 0.019], [-0.162, 0.218, -0.213], [0.019, 0.081, -0.124], [0.057, -0.069, -0.095], [-0.155, -0.005, -0.023], [-0.023, 0.025, 0.036], [-0.274, 0.057, 0.015], [-0.305, -0.114, -0.061], [0.155, -0.057, 0.369], [-0.038, -0.027, -0.336], [-0.074, -0.096, -0.317], [0.062, 0.048, 0.391], [0.129, 0.022, 0.000], [-0.070, 0.068, 0.030], [0.034, -0.002, 0.000], [0.022, 0.012, 0.005], [0.051, 0.032, 0.029], [-0.021, -0.084, -0.020], [0.027, 0.003, -0.211], [0.028, 0.035, -0.044], [-0.050, -0.025, 0.107], [-0.018, -0.045, -0.008], [0.046, 0.054, -0.033], [0.004, -0.030, 0.007], [-0.057, 0.125, 0.002], [0.114, -0.023, 0.016], [-0.031, -0.044, 0.064], [0.000, -0.062, -0.031], [-0.113, -0.036, -0.025], [-0.096, 0.060, 0.043], [0.003, 0.083, 0.044], [0.065, 0.040, -0.009], [0.015, -0.019, 0.030], [-0.039, -0.132, -0.085], [-0.049, -0.005, -0.092], [-0.031, 0.075, -0.028], [0.006, 0.029, 0.019], [-0.021, 0.065, 0.024], [0.060, -0.005, 0.039], [-0.122, -0.148, 0.049], [0.034, 0.015, -0.040], [0.060, -0.104, -0.020], [-0.021, -0.112, 0.063], [-0.066, -0.014, 0.070], [-0.047, 0.064, 0.007], [0.212, 0.167, -0.059], [0.075, -0.015, -0.087], [-0.014, -0.057, -0.072], [-0.037, -0.041, 0.011], [-0.027, 0.024, 0.026], [-0.128, -0.022, 0.024], [0.061, 0.132, -0.008], [0.059, -0.069, 0.040], [-0.023, -0.087, -0.051], [0.084, -0.057, -0.023], [0.101, 0.032, 0.022], [0.017, 0.090, 0.039], [-0.082, 0.056, 0.008], [-0.027, 0.101, -0.055], [-0.032, -0.056, -0.089], [0.027, 0.010, -0.093], [0.070, 0.059, -0.020], [-0.005, 0.049, 0.027], [0.122, -0.103, 0.130], [0.196, -0.316, -0.356], [1.055, 2.224, 0.730], [-0.168, -0.039, -0.095], [0.262, -0.018, 0.111], [-0.219, 0.105, 0.215], [-0.118, 0.086, 0.097], [0.076, 0.057, 0.035], [-0.022, -0.076, -0.166], [-0.097, 0.021, 0.032], [0.023, -0.045, -0.023], [0.165, -0.282, -0.059], [-0.087, 0.385, 0.415], [-0.023, -0.037, -0.032], [0.019, -0.056, -0.126], [0.023, -0.032, -0.015], [0.045, -0.013, -0.022], [0.061, 0.033, 0.068], [-0.021, -0.004, 0.027], [-0.214, 0.049, 1.260], [-0.135, -1.129, -0.039], [0.127, 0.354, -0.134], [0.467, -0.483, 0.309], [0.019, -0.145, 0.070]],
  "gap_ev": 7.88,
  "de_lowest_kcal_mol": 27.3,
  "spin_multiplicity": 1,
  "homo_energy_ev": -7.862
}